Here is C36H50CaF6N3O3SSbSi4 as an isolated structure from the Open Molecules 2025 dataset. Energies are from ωB97M-V with the def2-TZVPD basis set.

For the energy relative to the best compared isomer or geometry (same formula, charge and spin), the calculation gives 0.000 eV. The HOMO-LUMO gap (alpha / beta) is 6.5 / 6.1 eV. The charge is -1. As for the spin multiplicity: 2.

Last column: Mulliken spin population.
Positions of all 105 atoms, in Å:
Ca: -1.16508 0.03681 -0.28481  -0.0118
C: -3.40139 1.82610 -3.99846  -0.0019
O: -4.18501 2.71317 -3.20198  -0.0002
C: -3.62166 3.36447 -2.13429  0.0000
C: -4.10878 4.63015 -1.88863  0.0002
C: -3.66307 5.39769 -0.81202  0.0009
C: -2.70329 4.87052 0.01960  0.0010
C: -2.18804 3.58009 -0.18766  -0.0004
C: -1.20797 3.13513 0.79353  -0.0050
N: -0.63929 1.98851 0.84654  -0.0354
N: 0.20100 1.79141 1.94803  0.0135
C: 0.76552 0.60896 1.92251  0.0294
O: 0.73455 -0.29086 1.01460  -0.0277
C: 1.50163 0.25432 3.19254  -0.0060
C: 2.31250 -0.87843 3.20910  0.0045
C: 2.95354 -1.27255 4.37557  0.0010
C: 2.78362 -0.53871 5.54308  -0.0005
C: 1.97753 0.59161 5.53151  0.0006
C: 1.34113 0.98829 4.36439  -0.0023
C: -2.64721 2.77142 -1.27109  0.0035
O: -2.21281 1.57561 -1.47772  0.0492
H: -4.01479 1.62027 -4.87486  0.0000
H: -3.16413 0.90431 -3.47844  0.0014
H: -2.47367 2.31070 -4.31443  0.0005
H: -4.85670 5.01105 -2.57474  0.0001
H: -4.06349 6.38905 -0.64507  0.0001
H: -2.33109 5.44445 0.86120  0.0000
H: -0.94530 3.85766 1.57160  -0.0016
H: 2.41069 -1.44738 2.29636  -0.0011
H: 3.58267 -2.15457 4.37184  0.0001
H: 3.27951 -0.84543 6.45646  -0.0001
H: 1.84024 1.16583 6.44035  0.0001
H: 0.70457 1.86190 4.34309  0.0000
N: -2.32890 -1.09423 1.54906  -0.0004
S: -1.57667 -2.21551 2.37526  -0.0030
C: -2.40590 -3.79042 2.14922  0.0003
C: -1.91257 -4.91351 2.79881  -0.0001
C: -2.52845 -6.13566 2.59207  0.0001
C: -3.61751 -6.23193 1.73302  0.0000
C: -4.08671 -5.10716 1.07461  0.0000
C: -3.47943 -3.87428 1.28103  -0.0002
C: -1.91446 -1.98788 4.11837  -0.0003
C: -0.84127 -1.80781 4.97197  0.0003
C: -1.08557 -1.57398 6.32223  -0.0001
C: -2.38489 -1.51726 6.79392  0.0000
C: -3.45814 -1.69588 5.92419  0.0000
C: -3.22430 -1.93477 4.58327  0.0000
H: -3.31687 -1.07835 1.79670  -0.0004
H: -1.05778 -4.83503 3.46037  0.0000
H: -2.15218 -7.01910 3.09189  0.0000
H: -4.08709 -7.19248 1.56405  0.0000
H: -4.90829 -5.18132 0.37483  0.0000
H: -3.79728 -2.99721 0.73160  0.0000
H: 0.17377 -1.82460 4.59409  0.0000
H: -0.24839 -1.42126 6.99068  0.0000
H: -2.57065 -1.32694 7.84345  0.0000
H: -4.47344 -1.64917 6.29606  0.0000
H: -4.05217 -2.08530 3.89989  0.0001
F: -1.00106 -1.09049 -2.30100  -0.0332
Sb: -2.33263 -2.51999 -2.31887  -0.0028
F: -1.38971 -3.03001 -0.74516  -0.0007
F: -3.32171 -1.33415 -1.19464  0.0002
F: -3.60495 -3.88460 -2.10996  0.0000
F: -3.13673 -1.75706 -3.82853  0.0000
F: -1.20379 -3.55752 -3.40012  -0.0001
C: 3.44846 -0.48530 -5.04056  0.0602
Si: 1.90917 -0.65341 -3.94966  0.0839
C: 0.41904 -0.17845 -5.00410  0.0047
C: 1.82530 -2.44784 -3.38760  0.0048
Si: 2.10632 0.76879 -2.10547  0.5878
Si: 3.90446 0.25829 -0.71208  0.0939
C: 3.94085 1.38216 0.79728  0.0135
C: 3.80467 -1.55492 -0.21337  0.0151
C: 5.55378 0.50510 -1.60814  0.0445
Si: 1.86747 3.03769 -2.60839  0.0618
C: 1.94379 4.06618 -1.03788  0.0095
C: 0.23974 3.31779 -3.49269  0.0075
C: 3.27131 3.59634 -3.74771  0.0554
H: 3.33130 -1.13491 -5.91498  0.0035
H: 4.35884 -0.78559 -4.51917  -0.0039
H: 3.58541 0.53679 -5.39705  -0.0083
H: -0.02856 -1.07027 -5.45033  0.0007
H: 0.73649 0.48283 -5.81522  0.0050
H: -0.35900 0.32726 -4.43409  0.0009
H: 1.40578 -3.07329 -4.17998  -0.0013
H: 1.20659 -2.59088 -2.50132  -0.0063
H: 2.83229 -2.80885 -3.16149  0.0052
H: 2.95465 1.58301 1.21687  -0.0004
H: 4.38566 2.34454 0.53033  0.0073
H: 4.55889 0.93351 1.58088  0.0000
H: 2.78563 -1.83368 0.05496  -0.0061
H: 4.46021 -1.74407 0.64238  -0.0002
H: 4.12647 -2.19752 -1.03621  0.0063
H: 5.69582 1.54373 -1.91325  -0.0034
H: 5.64189 -0.11971 -2.49847  -0.0042
H: 6.36960 0.23972 -0.92702  0.0042
H: 1.21904 3.72172 -0.29954  -0.0050
H: 1.72057 5.11114 -1.27478  -0.0011
H: 2.93203 4.02460 -0.57572  0.0036
H: -0.59994 2.95771 -2.89649  -0.0042
H: 0.21562 2.79172 -4.44996  0.0028
H: 0.09603 4.38575 -3.68404  -0.0036
H: 4.25229 3.45972 -3.28878  -0.0062
H: 3.14834 4.65993 -3.97716  0.0031
H: 3.26345 3.04590 -4.69011  -0.0033


Here is C36H50FN2ORuS as an isolated structure from the Open Molecules 2025 dataset. Energies are from ωB97M-V with the def2-TZVPD basis set.

The HOMO-LUMO gap (alpha / beta) is 4.3 / 3.7 eV. The charge is -2. As for the spin multiplicity: 6.

Last column: Mulliken spin population.
Positions of all 92 atoms, in Å:
Ru: -3.22186 1.58659 -2.14071  2.1959
C: 1.40139 -4.66453 1.67709  0.0001
C: 2.00309 -5.30744 0.60247  -0.0002
C: 2.23400 -4.28030 -0.38891  -0.0003
C: 1.48325 -3.15288 0.07158  -0.0003
C: 0.87469 -3.41965 1.30050  0.0003
C: -0.24776 -2.71490 1.95239  0.0015
C: -1.11371 -1.97503 0.87854  -0.0038
C: -1.16513 -3.59611 2.85372  -0.0001
C: 0.35324 -1.57358 2.77358  0.0000
C: 3.14489 -4.28149 -1.66299  0.0000
C: 3.13395 -2.85640 -2.24111  -0.0002
C: 4.65502 -4.64358 -1.36184  0.0000
C: 2.51794 -5.37919 -2.73680  0.0000
C: 2.71386 -6.65345 0.92252  0.0001
C: 2.79859 -7.39870 -0.41639  0.0000
C: 4.04754 -6.28132 1.59796  0.0000
C: 1.72799 -7.51816 1.68106  0.0000
H: 1.27851 -5.06208 2.71100  0.0000
H: 1.41054 -2.29703 -0.60003  0.0002
H: -1.45902 -2.56294 0.02642  0.0042
H: -0.58493 -1.06260 0.53371  -0.0054
H: -2.02477 -1.69922 1.41405  0.0076
H: -1.73039 -4.40575 2.30012  0.0000
H: -1.85318 -2.87456 3.27391  0.0000
H: -0.60885 -4.00595 3.69665  0.0001
H: 0.84002 -0.74553 2.17008  -0.0003
H: 1.08171 -1.79794 3.54061  0.0000
H: -0.44757 -1.07125 3.28816  0.0002
H: 3.34553 -2.12374 -1.49866  0.0000
H: 2.13978 -2.50433 -2.62976  0.0001
H: 3.91220 -2.77733 -3.03343  0.0000
H: 5.25243 -3.94291 -1.94658  0.0000
H: 4.93550 -5.67031 -1.63261  0.0000
H: 4.84397 -4.35618 -0.34673  0.0000
H: 1.44208 -5.62183 -2.51961  0.0000
H: 3.10257 -6.28941 -2.68316  0.0000
H: 2.51494 -4.95691 -3.72259  0.0000
H: 3.64716 -7.01402 -0.91253  0.0000
H: 1.82977 -7.29981 -0.87472  0.0000
H: 2.95435 -8.52335 -0.30313  0.0000
H: 4.65783 -5.65016 0.96199  0.0000
H: 4.58360 -7.15803 1.81322  0.0000
H: 3.81984 -5.78561 2.53527  0.0000
H: 1.34934 -8.32377 0.97455  0.0000
H: 0.85327 -7.04284 2.16716  0.0000
H: 2.30563 -8.04940 2.52859  0.0000
C: 1.62370 3.89288 -1.81026  -0.0016
C: 0.32574 3.82692 -0.94050  -0.0246
C: 0.74120 3.17971 0.34784  0.0111
C: -0.31288 5.20145 -0.57645  -0.0910
C: 0.12951 6.35897 -1.12801  0.1844
C: -0.25970 7.63668 -0.66865  -0.1213
C: -1.00676 7.79260 0.51128  0.2038
C: -1.57633 6.55084 1.17525  -0.0355
C: -2.25865 6.67283 2.43592  0.4879
C: -2.83066 8.04912 2.74500  -0.0046
C: -2.54194 5.41467 3.21186  -0.0251
C: -1.42110 5.34936 0.40018  0.2523
N: -2.43731 4.34040 0.40023  0.0565
C: -3.20579 3.93699 -0.71370  0.2510
C: -4.50162 3.48652 -0.19220  0.2465
C: -5.23878 2.65603 -1.00737  0.1490
C: -4.95717 2.50614 -2.43674  -0.0117
C: -3.92569 3.40995 -2.93888  0.0561
C: -2.98347 3.90283 -2.07298  -0.0030
F: -1.95032 4.66632 -2.67515  0.0018
H: 1.48374 3.90263 -2.93491  -0.0003
H: 2.17374 2.97476 -1.66620  0.0008
H: 2.38492 4.64580 -1.52457  -0.0001
H: -0.46103 3.39147 -1.55298  0.0145
H: -0.14152 2.99841 0.91652  -0.0071
H: 1.37371 3.81325 0.93545  0.0041
H: 1.36805 2.28248 0.14525  -0.0010
H: 0.89515 6.36495 -1.87702  0.0140
H: 0.23337 8.53793 -1.05994  -0.0053
H: -1.24499 8.80541 0.92156  0.0161
H: -2.46357 3.60811 0.98563  -0.0169
H: -3.22240 8.03539 3.82284  0.0011
H: -3.59727 8.31566 2.03072  0.0190
H: -2.17398 8.80498 2.78642  0.0164
H: -3.57586 5.03962 3.11938  0.0378
H: -2.18973 5.61212 4.23035  0.0249
H: -1.80899 4.57626 2.90852  -0.0071
H: -4.80489 3.92984 0.77849  0.0182
H: -6.21375 2.23820 -0.69656  0.0445
H: -5.70180 1.85170 -2.98060  -0.0251
H: -3.85613 3.52784 -3.99492  0.0305
O: -2.85522 0.59964 -0.74232  0.8886
S: -1.79378 0.72421 -6.28094  0.0905
C: -2.66897 0.69802 -5.02682  0.1114
N: -3.28364 0.67503 -3.90466  -0.0507


It is found that the E values, taken in the order of the records, are -132394.7902 -59295.5238 eV.
It is found that the F_max values, taken in the order of the records, are 0.0147 0.2088 Eh/bohr.